No. 1
50
Properties=species:S:1:pos:R:3:forces:R:3 method="wB97M-V/def2-TZVPD" s_squared=3.775 charge=-1 lumo_energy_ev="2.88 / 2.85" homo_energy_ev="-0.54 / -2.40" molar_mass_g_mol=415.45 multiplicity=4
H 1.615167 0.476428 -3.418470 -0.27 0.07 -0.04
H -2.233945 -1.391325 -3.327151 0.10 0.14 -0.15
H 1.635343 -0.053495 2.436718 0.11 -0.04 -0.25
H 1.478492 -1.886359 -4.249731 -0.28 -0.07 -0.19
H 1.737733 -3.318048 3.822857 -0.31 0.16 0.20
C -0.290670 -2.556261 3.811295 0.08 0.58 -0.48
H -2.357242 -1.949185 4.064630 0.36 -0.06 0.17
H -0.224563 -3.132434 -2.066479 0.27 -0.07 -0.01
C -0.234056 -1.438536 1.409305 0.51 -2.01 1.94
H -1.721168 1.704017 -1.892490 -0.02 -0.04 0.17
H 1.778214 -3.624584 6.305585 -0.26 0.11 -0.09
O -0.089709 -1.045824 -1.953084 0.11 -0.48 -2.96
H 1.158537 2.356734 1.377924 -0.12 -0.14 -0.11
H -0.158501 -2.680505 -4.437119 0.24 0.19 -0.18
C -1.460238 -2.313498 4.571581 0.27 -0.17 0.40
H -1.133673 1.599668 2.457279 -0.09 -0.11 -0.12
C 1.423884 1.473973 0.812324 1.85 -0.31 -0.39
Tc -0.155063 0.133550 0.242426 0.35 -1.94 -0.97
C 0.876992 -3.249522 5.814720 -0.32 0.00 -0.04
C 0.468248 -2.339490 -2.367791 -0.26 0.46 1.05
C 0.467847 -2.005887 -3.847231 -0.10 0.28 0.30
H 2.921225 -0.124568 -1.750217 -0.21 -0.13 0.00
C -1.718690 1.365600 -0.863716 -0.90 0.20 -0.09
C -1.425621 -2.470298 5.951515 0.20 -0.21 -0.13
C 2.417951 0.157961 -0.833696 0.44 0.67 0.92
C -2.337092 0.168064 -0.352107 -0.12 0.84 -0.06
C -0.210606 -0.668413 -3.471754 0.01 -0.26 1.58
C -1.162660 2.077486 0.244089 -0.84 0.35 0.16
H 1.451152 -2.467556 -1.906368 -0.15 -0.17 0.02
C 1.737789 0.190510 1.386385 1.02 0.77 -0.25
C -1.682478 -0.593554 -3.838616 0.06 0.20 -0.02
C -2.179369 0.164804 1.069564 -0.96 0.97 0.29
H -1.823235 -0.698805 -4.924511 0.10 0.00 0.18
H 0.556010 0.858814 -4.804218 -0.04 -0.16 0.13
C -0.230432 -2.071705 2.480024 -0.33 -0.20 -1.20
C 0.573793 0.600070 -3.734708 -0.08 0.07 -0.11
H -2.312004 -2.234575 6.544788 0.26 -0.08 -0.11
C 2.374760 -0.604461 0.360549 0.32 0.72 -0.34
H -2.855679 -0.580063 -0.941230 0.20 0.06 0.16
H 2.781814 -1.602223 0.492855 -0.30 0.13 -0.02
C -1.414564 1.319802 1.449455 -2.06 0.74 0.21
H -2.543837 -0.601454 1.741285 0.15 0.18 -0.18
H -0.222983 -3.014416 7.664472 0.00 0.00 -0.29
H 1.744500 2.258453 -1.281869 -0.09 -0.20 0.10
H 0.135003 1.440308 -3.178109 0.17 -0.30 -0.07
C 1.794904 1.424293 -0.587346 1.12 -0.29 0.25
C -0.252597 -2.917556 6.577391 0.04 -0.07 0.13
H -2.099737 0.374786 -3.539332 -0.02 -0.24 0.01
H -0.674777 3.041919 0.175092 -0.01 -0.19 0.05
C 0.859933 -3.089736 4.432436 -0.22 0.02 0.42

No. 2
57
Properties=species:S:1:pos:R:3:forces:R:3 method="wB97M-V/def2-TZVPD" s_squared=2.016 charge=-2 lumo_energy_ev="4.54 / 4.52" homo_energy_ev="-0.72 / -0.86" molar_mass_g_mol=698.60 multiplicity=3
H 1.133049 -5.867000 1.379492 0.01 -0.04 0.01
H -0.623102 -6.118725 1.086302 0.01 0.02 0.10
C 2.736095 2.716874 0.661825 -0.06 0.04 -0.03
H -2.640465 -4.018583 2.400563 -0.01 0.02 -0.03
H -0.239940 3.257953 2.322437 -0.06 0.08 0.05
C -0.469615 3.821749 1.421128 0.22 -0.13 -0.06
H -1.115987 5.575782 2.480482 -0.01 -0.02 0.01
H -1.872230 0.231471 -1.531617 -0.02 -0.07 -0.03
H -0.926658 -1.318042 2.906730 0.00 0.00 0.06
C -2.012936 -1.338697 2.807720 0.07 0.00 -0.35
C -1.048766 0.478704 -2.192114 0.03 0.09 0.22
S 2.556530 -1.338811 0.318763 -0.15 -0.12 -0.16
C -0.080370 0.565592 -4.392442 -0.02 0.01 -0.03
H 2.164832 1.528392 -2.052427 0.01 -0.02 0.04
H -0.163932 0.416824 -5.463265 0.00 -0.02 0.01
O 1.571805 -5.890956 -1.593433 -0.04 0.06 0.02
C -0.964388 5.111921 1.511566 -0.03 0.09 -0.06
H 5.064257 -0.319034 0.638385 0.00 0.00 0.01
H -1.339218 5.742638 -1.790081 0.00 -0.03 -0.01
C 0.147462 0.925243 -1.625629 -0.03 0.15 -0.37
C 1.224163 1.187758 -2.468478 0.01 0.02 0.08
H 2.089728 3.583290 0.656731 -0.01 0.06 -0.01
N -1.664981 -1.439671 0.398850 -0.04 -0.13 -0.21
S 0.485973 -5.258809 -0.850561 0.05 -0.35 0.20
C 0.380081 -6.231728 0.684069 0.07 0.32 -0.47
H -2.378430 -0.309367 2.776787 0.06 0.02 0.07
C -2.045226 -3.545429 1.609798 0.08 0.18 -0.04
C -1.163989 0.307341 -3.561847 0.00 0.03 -0.07
H -2.452518 -1.858572 3.664767 -0.05 0.01 0.00
Pt 0.222690 -1.545556 0.134354 0.09 0.32 0.40
H 0.577964 -7.261784 0.396448 -0.06 -0.06 0.10
O -0.827368 -5.417201 -1.462833 0.00 0.06 0.00
H -4.204440 -2.394841 0.349075 0.01 -0.01 0.00
H -2.219269 -4.054869 0.661103 -0.01 -0.03 -0.03
H 4.490579 3.922374 0.915432 0.01 -0.01 0.00
C 3.032681 0.326876 0.503960 -0.11 -0.03 0.03
C -1.279639 5.810140 0.349813 0.01 0.02 0.05
C -0.571950 3.914142 -0.960759 0.23 -0.11 -0.06
As 0.223123 1.197669 0.312757 0.33 0.35 0.00
C -0.227623 3.206380 0.188539 -0.35 -0.26 0.19
H -4.132083 -0.823621 1.167862 -0.03 -0.01 -0.03
C 4.100720 2.916505 0.805824 -0.07 0.09 0.03
C -2.376144 -2.046728 1.480301 -0.35 -0.27 0.40
H -0.986473 -3.647767 1.847059 0.06 -0.08 0.01
C 4.947556 1.813457 0.797845 -0.01 0.01 0.02
C 2.172111 1.449052 0.507550 0.13 -0.11 -0.10
H -2.095893 -0.049744 -3.984757 0.00 -0.02 0.03
C -3.894620 -1.885879 1.263825 0.17 0.05 -0.01
H -4.452094 -2.299367 2.111016 -0.05 -0.01 -0.02
C 1.114803 1.000452 -3.840176 -0.01 0.00 -0.02
H 1.972433 1.186386 -4.477092 0.00 0.01 0.00
C 4.416514 0.549875 0.652217 0.07 0.07 0.04
H -1.674305 6.818385 0.409660 -0.01 -0.01 -0.01
H -0.412578 3.458449 -1.932865 -0.05 0.01 0.01
H 6.019018 1.949509 0.906035 0.01 -0.05 -0.02
O 0.801028 -3.893282 -0.423948 -0.07 -0.25 0.01
C -1.087990 5.202882 -0.882766 -0.02 0.10 0.01